Record 1
51
Properties=species:S:1:pos:R:3:mulliken_charge:R:1 method="wB97M-V/def2-TZVPD" charge=+1 homo_lumo_gap_ev=7.41
Br 3.418 2.753 2.161 -0.091
C 2.197 1.987 0.979 -0.214
C 0.819 2.277 1.127 -0.557
C -0.115 1.721 0.308 0.570
C -1.572 2.065 0.473 -1.196
C -2.144 2.998 -0.623 -0.809
C -3.023 2.388 -1.718 -0.872
C -4.079 1.421 -1.209 -0.687
S -5.158 0.976 -2.594 -0.193
C -6.413 0.146 -1.730 0.526
N -7.641 0.511 -1.719 -0.281
N -8.323 -0.446 -0.977 -0.336
C -7.442 -1.289 -0.600 0.023
O -6.201 -1.001 -1.039 -0.259
C 0.347 0.801 -0.687 0.669
C -0.532 0.134 -1.531 -1.061
N -0.086 -0.726 -2.438 0.084
C 1.237 -1.025 -2.594 -0.648
C 2.148 -0.430 -1.797 -0.659
C 1.737 0.511 -0.820 0.840
C 2.664 1.131 0.021 -1.215
H 0.510 2.963 1.904 0.472
H -2.145 1.144 0.586 0.549
H -1.662 2.582 1.427 0.476
H -2.725 3.768 -0.116 0.440
H -1.318 3.527 -1.102 0.389
H -2.421 1.926 -2.505 0.437
H -3.531 3.216 -2.217 0.507
H -3.625 0.505 -0.826 0.347
H -4.651 1.853 -0.387 0.596
H -7.613 -2.159 0.008 0.416
H -1.601 0.262 -1.485 0.712
H -0.756 -1.183 -3.041 0.315
H 1.494 -1.751 -3.350 0.398
H 3.191 -0.689 -1.906 0.494
H 3.715 0.898 -0.050 0.777
O 4.607 -0.749 0.715 -0.493
S 4.945 -2.039 1.252 1.182
O 4.674 -3.198 0.462 -0.628
O 4.256 -2.181 2.672 -0.329
C 2.847 -1.876 2.775 0.136
C 1.970 -2.996 2.254 -1.057
C 6.613 -2.056 1.794 -1.072
H 2.651 -0.932 2.262 -0.065
H 2.684 -1.717 3.838 0.304
H 2.070 -3.114 1.175 0.257
H 0.927 -2.780 2.486 0.409
H 2.243 -3.942 2.718 0.300
H 6.788 -1.187 2.423 0.333
H 7.235 -2.017 0.902 0.387
H 6.788 -2.980 2.339 0.379

Record 2
53
Properties=species:S:1:pos:R:3:mulliken_charge:R:1 method="wB97M-V/def2-TZVPD" de_lowest_kj_mol=55.4 charge=+2 homo_lumo_gap_ev="6.55 / 6.55"
Pd 0.374 -0.254 0.252 -0.235
C -0.891 -2.289 3.741 -1.491
C -0.757 -1.671 2.398 0.525
N 0.186 -0.797 2.146 0.583
O 1.140 -0.574 3.113 -0.416
C -1.639 -1.980 1.310 0.370
C -2.829 -2.877 1.397 -1.660
N -1.315 -1.371 0.177 0.712
O -1.901 -1.493 -0.892 -0.632
H -1.216 -1.534 4.461 0.339
H 0.078 -2.654 4.079 0.379
H -1.616 -3.096 3.731 0.426
H 0.905 0.261 3.552 0.338
H -2.532 -3.905 1.606 0.404
H -3.362 -2.863 0.450 0.380
H -3.509 -2.550 2.185 0.398
O 0.565 -0.008 -1.733 0.189
S -0.616 0.184 -2.753 0.205
C 0.085 1.311 -3.917 0.536
C -0.592 2.510 -4.097 -0.252
C -0.084 3.436 -4.999 -0.834
C 1.083 3.155 -5.691 -0.454
C 1.750 1.946 -5.502 -0.758
C 1.250 1.009 -4.617 -0.306
C -0.663 -1.334 -3.663 0.531
C -1.795 -1.549 -4.436 -0.492
C -1.869 -2.709 -5.191 -0.714
C -0.831 -3.631 -5.153 -0.479
C 0.287 -3.402 -4.361 -0.781
C 0.381 -2.244 -3.605 -0.118
H -1.508 2.711 -3.555 0.487
H -0.604 4.370 -5.163 0.453
H 1.474 3.875 -6.396 0.430
H 2.650 1.731 -6.062 0.438
H 1.742 0.054 -4.487 0.435
H -2.606 -0.831 -4.449 0.465
H -2.741 -2.896 -5.803 0.429
H -0.896 -4.536 -5.741 0.426
H 1.089 -4.128 -4.334 0.438
H 1.244 -2.055 -2.982 0.376
C 3.588 -0.412 0.957 -0.900
S 2.447 0.920 0.525 0.292
C 3.049 1.332 -1.121 -0.810
H 4.582 0.028 1.016 0.435
H 3.571 -1.197 0.203 0.280
H 3.301 -0.797 1.931 0.336
H 3.084 0.446 -1.747 0.184
H 4.041 1.764 -0.993 0.511
H 2.378 2.066 -1.557 0.235
Cl -0.187 3.046 -0.564 -0.132
Si -0.747 1.763 0.870 0.797
Cl -0.121 2.373 2.678 -0.175
Cl -2.697 1.356 0.831 -0.127

Record 3
50
Properties=species:S:1:pos:R:3:lowdin_spin:R:1 method="wB97M-V/def2-TZVPD" de_lowest_kj_mol=0.0 charge=+2 homo_lumo_gap_ev="7.26 / 6.14" s_squared=6.09 multiplicity=5
Co -0.468 -0.168 0.189 2.707
C -3.913 -1.062 -4.251 0.175
C -2.552 -0.811 -4.033 0.011
C -2.096 -0.630 -2.755 0.088
C -3.004 -0.701 -1.666 0.101
C -4.384 -0.964 -1.897 0.091
C -4.819 -1.137 -3.182 0.010
N -2.479 -0.522 -0.425 0.138
N -3.298 -0.678 0.571 -0.036
C -2.748 -0.633 1.803 0.149
C -3.679 -0.775 2.876 0.054
C -3.213 -0.775 4.156 0.033
C -1.828 -0.637 4.370 0.158
C -0.914 -0.495 3.313 0.027
C -1.323 -0.485 2.001 0.138
H -4.274 -1.201 -5.261 0.008
H -1.870 -0.770 -4.870 -0.002
H -1.043 -0.469 -2.553 0.003
H -5.063 -1.011 -1.060 0.002
H -5.864 -1.331 -3.379 -0.002
H -4.728 -0.884 2.635 0.001
H -3.880 -0.881 4.999 0.000
H -1.456 -0.637 5.387 0.007
H 0.135 -0.394 3.568 0.000
N 1.056 1.290 0.151 0.047
C 2.325 0.509 0.072 0.004
C 3.511 1.381 -0.402 0.002
C 4.823 1.280 0.406 0.000
C 5.908 0.393 -0.204 0.000
N 5.484 -0.990 -0.330 0.000
C 6.016 -2.076 0.191 0.000
N 5.362 -3.235 0.029 0.000
N 7.158 -2.064 0.885 0.000
C 2.056 -0.761 -0.766 0.008
O 3.005 -1.393 -1.221 0.009
O 0.832 -1.089 -0.926 0.063
H 0.985 1.860 -0.689 0.002
H 1.085 1.944 0.927 0.001
H 2.532 0.145 1.084 0.000
H 3.172 2.416 -0.330 0.001
H 3.706 1.204 -1.462 0.000
H 4.614 0.969 1.433 0.000
H 5.260 2.277 0.472 0.000
H 6.815 0.476 0.393 0.000
H 6.155 0.762 -1.202 0.000
H 4.579 -1.120 -0.813 0.000
H 4.526 -3.255 -0.535 0.000
H 5.776 -4.110 0.295 0.000
H 7.729 -1.240 0.933 0.000
H 7.574 -2.924 1.197 0.000

Record 4
52
Properties=species:S:1:pos:R:3:mulliken_charge:R:1 method="wB97M-V/def2-TZVPD" smiles="Cc1nccn1[C@H](C)C(=O)NC[C@@H]1CCCN(C(=O)c2nc(O)nc(O)c2F)C1" de_lowest_kj_mol=12.3 homo_lumo_gap_ev=8.84
C -2.613 -0.109 -2.040 -1.339
C -2.434 1.213 -1.377 1.094
N -2.231 2.352 -1.998 -0.744
C -2.177 3.311 -1.015 -0.690
C -2.347 2.745 0.211 -0.315
N -2.507 1.396 -0.026 0.464
C -2.673 0.381 1.008 0.487
C -4.036 0.456 1.669 -1.670
C -1.534 0.572 2.023 0.294
O -1.726 1.027 3.134 -0.715
N -0.314 0.237 1.544 0.418
C 0.918 0.613 2.217 -1.261
C 1.945 1.203 1.249 0.246
C 1.424 2.476 0.555 -0.033
C 1.947 2.582 -0.873 -1.044
C 1.428 1.419 -1.710 -0.601
N 1.516 0.161 -0.941 0.385
C 1.169 -0.972 -1.596 0.803
O 0.484 -0.991 -2.601 -0.629
C 1.553 -2.293 -0.966 0.362
N 2.810 -2.720 -1.118 -0.614
C 3.064 -3.920 -0.636 0.206
O 4.317 -4.360 -0.790 -0.480
N 2.213 -4.733 -0.007 -0.609
C 0.978 -4.296 0.150 0.070
O 0.087 -5.061 0.778 -0.451
C 0.599 -3.045 -0.330 0.617
F -0.657 -2.599 -0.164 -0.323
C 2.416 0.176 0.211 -0.979
H -2.467 0.029 -3.108 0.354
H -1.888 -0.850 -1.703 0.143
H -3.617 -0.504 -1.869 0.321
H -2.024 4.351 -1.250 0.452
H -2.363 3.151 1.209 0.420
H -2.541 -0.588 0.522 0.196
H -4.136 -0.328 2.418 0.394
H -4.161 1.414 2.171 0.327
H -4.817 0.338 0.919 0.445
H -0.255 -0.056 0.581 -0.385
H 0.651 1.339 2.986 0.503
H 1.351 -0.254 2.727 0.321
H 2.823 1.454 1.852 0.393
H 0.331 2.454 0.513 -0.318
H 1.695 3.356 1.139 0.435
H 1.613 3.510 -1.337 0.504
H 3.041 2.604 -0.876 0.356
H 0.382 1.586 -1.975 0.315
H 1.985 1.304 -2.643 0.376
H 4.365 -5.243 -0.401 0.369
H 0.534 -5.882 1.029 0.359
H 3.432 0.405 -0.122 0.352
H 2.449 -0.816 0.657 0.422

Record 5
47
Properties=species:S:1:pos:R:3:mulliken_charge:R:1 method="wB97M-V/def2-TZVPD" smiles="CCOP(=O)(OCC)[C@H](Nc1cccc(C)c1)c1ccc(F)cc1" de_lowest_kj_mol=0.9 homo_lumo_gap_ev=8.73
C -2.922 -3.722 -0.687 -1.120
C -1.434 -3.523 -0.926 -0.238
H -1.109 -4.038 -1.835 0.361
H -0.861 -3.907 -0.076 0.254
O -1.122 -2.146 -1.132 -0.386
P -0.829 -1.232 0.162 0.990
O -1.716 -1.435 1.312 -0.891
O 0.702 -1.603 0.512 -0.332
C 1.081 -1.840 1.861 -0.409
C 1.462 -0.556 2.576 -0.804
H 0.584 0.081 2.669 0.193
H 1.833 -0.788 3.571 0.467
H 2.234 -0.030 2.019 0.089
H 1.933 -2.523 1.807 0.363
H 0.253 -2.323 2.390 0.368
H -3.133 -4.778 -0.545 0.425
H -3.492 -3.357 -1.538 0.266
H -3.221 -3.173 0.202 0.288
C -0.795 0.453 -0.660 0.027
N 0.275 1.273 -0.189 -0.082
C 1.598 1.064 -0.550 0.674
C 2.582 1.777 0.143 -0.465
C 3.920 1.678 -0.190 0.891
C 4.291 0.846 -1.241 -0.576
C 3.327 0.136 -1.932 -1.062
C 1.989 0.236 -1.598 -0.680
H 1.265 -0.348 -2.143 0.405
H 3.621 -0.515 -2.743 0.389
H 5.332 0.755 -1.511 0.424
C 4.960 2.453 0.562 -1.583
H 5.423 3.192 -0.093 0.371
H 5.746 1.790 0.920 0.348
H 4.525 2.972 1.412 0.347
H 2.280 2.422 0.958 0.316
H 0.161 1.575 0.770 0.384
C -2.144 1.082 -0.449 -0.328
C -2.296 2.382 0.014 -0.328
C -3.558 2.919 0.208 -0.701
C -4.664 2.140 -0.065 0.358
C -4.543 0.846 -0.541 -0.786
C -3.278 0.327 -0.733 -0.249
H -3.160 -0.677 -1.108 0.496
H -5.428 0.266 -0.751 0.456
F -5.896 2.658 0.126 -0.335
H -3.686 3.929 0.567 0.446
H -1.430 2.995 0.206 0.511
H -0.660 0.268 -1.730 0.448

Record 6
50
Properties=species:S:1:pos:R:3:lowdin_spin:R:1 method="wB97M-V/def2-TZVPD" de_lowest_kj_mol=0.0 charge=+1 homo_lumo_gap_ev="6.93 / 6.59" s_squared=0.75 multiplicity=2
C 3.455 4.567 -0.389 0.000
C 4.802 4.418 -0.250 0.000
H 3.033 5.573 -0.350 0.000
H 2.798 3.726 -0.611 0.000
C 5.416 3.103 -0.321 0.000
C 4.669 1.973 -0.165 0.000
H 3.601 2.007 0.049 0.000
H 5.172 1.005 -0.187 0.000
C 5.672 5.645 -0.029 0.000
H 5.035 6.536 -0.031 0.000
H 6.437 5.765 -0.810 0.000
H 6.193 5.604 0.941 0.000
C 6.910 2.985 -0.571 0.000
H 7.508 3.508 0.189 0.000
H 7.189 3.398 -1.553 0.000
H 7.189 1.925 -0.561 0.000
Hg -1.871 -2.174 1.819 0.576
O -1.204 -0.400 0.250 0.122
C -0.535 -0.287 -0.792 0.017
O -1.684 -2.976 -0.621 0.051
C -1.102 -2.538 -1.610 0.006
O -0.952 -3.253 -2.730 0.001
N -0.491 -1.288 -1.765 0.003
C -0.248 -2.450 -3.724 0.000
C 0.168 -1.160 -3.067 0.000
H -0.931 -2.255 -4.556 0.000
H 0.608 -3.028 -4.079 0.000
H -0.172 -0.275 -3.617 0.000
H 1.260 -1.087 -2.969 0.000
C 0.227 0.907 -1.064 0.001
C 0.253 1.884 -0.124 0.006
H 0.730 0.971 -2.025 0.000
H -0.292 1.750 0.813 0.001
H 0.790 2.813 -0.303 0.000
N -5.343 -4.693 2.391 0.003
C -4.511 -5.802 2.227 0.002
C -3.270 -5.297 1.904 0.010
N -3.341 -3.919 1.910 0.120
C -4.602 -3.569 2.176 0.013
C -5.013 -2.179 2.168 0.010
N -4.185 -1.186 1.816 0.048
C -4.917 -0.025 1.866 0.004
C -6.186 -0.297 2.322 0.000
N -6.243 -1.674 2.491 0.002
H -6.327 -4.695 2.626 0.001
H -4.833 -6.814 2.356 0.000
H -2.343 -5.779 1.649 0.001
H -4.473 0.913 1.551 0.000
H -7.015 0.361 2.549 0.000
H -7.029 -2.237 2.810 0.000

Record 7
47
Properties=species:S:1:pos:R:3:mulliken_charge:R:1 method="wB97M-V/def2-TZVPD" smiles="CC(C)OCCCNC(=O)Cn1nc(-c2ccccc2)ccc1=O" de_lowest_kj_mol=269.8 homo_lumo_gap_ev=8.52
C 1.547 -0.556 5.407 -1.639
H 2.275 -1.355 5.295 0.395
H 2.071 0.346 5.711 0.457
H 0.837 -0.831 6.184 0.345
C 0.803 -0.295 4.094 0.833
C -0.101 0.926 4.235 -1.312
H -0.789 0.777 5.063 0.338
H -0.682 1.067 3.329 0.233
H 0.494 1.815 4.418 0.400
O -0.033 -1.373 3.710 -0.384
C 0.633 -2.594 3.473 -0.546
C -0.267 -3.497 2.628 -0.763
H -1.297 -3.345 2.953 0.311
C -0.148 -3.200 1.131 -0.906
N -0.558 -1.857 0.804 0.109
C 0.315 -0.862 0.613 0.750
O 1.522 -0.976 0.616 -0.674
C -0.370 0.497 0.347 -1.435
N -1.022 0.533 -0.946 1.035
N -0.337 1.114 -1.904 -1.013
C -0.823 1.203 -3.112 0.465
C -2.125 0.701 -3.402 -0.500
C -2.838 0.118 -2.409 -0.776
C -2.287 -0.022 -1.085 0.671
O -2.839 -0.560 -0.132 -0.760
H -3.836 -0.265 -2.560 0.438
H -2.544 0.817 -4.389 0.337
C 0.016 1.867 -4.115 0.934
C -0.139 1.618 -5.477 -0.581
C 0.664 2.261 -6.401 -0.654
C 1.631 3.159 -5.981 -0.396
C 1.799 3.404 -4.627 -0.613
C 1.001 2.763 -3.701 -0.346
H 1.123 2.946 -2.645 0.409
H 2.556 4.099 -4.295 0.373
H 2.254 3.661 -6.705 0.377
H 0.537 2.057 -7.454 0.377
H -0.872 0.903 -5.822 0.308
H 0.394 1.274 0.355 0.297
H -1.125 0.671 1.117 0.577
H -1.548 -1.635 0.833 0.258
H -0.768 -3.902 0.565 0.381
H 0.894 -3.306 0.816 0.389
H 0.005 -4.539 2.798 0.400
H 0.855 -3.092 4.429 0.456
H 1.581 -2.411 2.948 0.385
H 1.543 -0.121 3.293 0.259

Record 8
46
Properties=species:S:1:pos:R:3:mulliken_charge:R:1 method="wB97M-V/def2-TZVPD" de_lowest_kj_mol=1717.7 homo_lumo_gap_ev=8.93
C 0.421 -4.505 3.767 -0.810
H 1.024 -5.198 4.170 0.404
H -0.549 -4.426 3.979 0.430
H 0.529 -4.572 2.676 0.095
S 1.421 -2.775 4.288 -0.147
C 2.881 -3.177 3.538 -0.487
C 2.703 -3.338 2.107 0.387
O 3.532 -4.141 1.250 -0.737
N 2.108 -2.407 1.313 -0.034
H 1.502 -1.676 1.954 0.316
C 1.718 -2.480 -0.220 -0.629
C 1.625 -1.011 -0.544 -0.178
C 0.382 -0.243 -0.706 0.931
N 0.385 0.897 -1.108 0.408
N 1.842 1.327 -0.880 -0.870
C 2.290 0.130 -0.430 -0.556
H 3.388 0.336 -0.209 0.459
C -0.555 1.903 -1.278 0.006
C -1.616 1.693 -2.301 -1.146
C -2.614 2.593 -2.410 -0.963
C -2.213 3.952 -1.959 1.089
C -1.283 4.054 -1.166 0.671
C -0.350 3.136 -0.979 -0.177
H 0.462 3.287 -0.280 0.363
C -0.714 5.590 -0.900 -1.459
H -0.870 6.385 -1.571 0.317
H -1.703 6.064 0.111 0.198
H 0.009 5.605 -0.281 0.504
C -3.367 4.972 -2.171 -1.970
H -2.895 5.879 -2.791 0.298
H -3.681 5.434 -1.471 0.658
H -3.992 4.675 -2.873 0.420
H -3.417 2.454 -3.069 0.373
H -1.740 0.728 -2.443 0.762
C -0.980 -1.166 -0.765 -1.378
H -1.906 -0.680 -0.605 0.739
C -0.642 -2.396 -0.098 -0.579
C 0.258 -3.238 -0.385 -0.711
H 0.573 -4.177 0.001 0.480
H 0.431 -3.499 -1.556 0.239
H -1.805 -3.061 -0.096 0.286
H -0.910 -2.426 1.120 0.159
H -1.232 -1.510 -1.777 0.471
H 2.640 -2.706 -0.431 0.825
H 3.465 -4.157 3.816 0.290
H 3.444 -2.127 3.663 0.250

Record 9
46
Properties=species:S:1:pos:R:3:mulliken_charge:R:1 method="wB97M-V/def2-TZVPD" de_lowest_kj_mol=1340.0 homo_lumo_gap_ev=7.15
C -0.245 2.220 4.146 -1.459
C -0.735 2.069 2.651 -0.274
C 0.306 2.388 1.508 0.186
C -0.128 2.128 0.272 0.031
N 0.040 3.193 -0.533 -0.609
C -0.538 2.756 -1.730 0.147
C -0.603 3.748 -2.621 -0.505
C -0.787 3.459 -4.145 -0.688
C -1.243 2.146 -4.469 -0.583
C -1.384 1.242 -3.515 -0.395
C -0.994 1.255 -2.295 0.622
C -0.854 0.370 -1.180 0.509
N -0.442 0.968 0.131 -0.207
S -1.600 -1.190 -1.498 -0.147
C -1.587 -1.787 0.217 -0.767
H -2.127 -1.047 0.999 0.278
H -2.520 -2.450 0.270 0.433
C -0.479 -2.457 0.864 0.870
O -0.318 -3.655 0.724 -0.719
N 0.402 -1.624 1.135 0.133
C 1.919 -1.868 1.632 -1.308
H 2.219 -1.074 1.845 1.537
C 2.601 -2.857 0.675 -0.770
C 3.646 -3.358 1.717 -0.630
H 4.867 -2.691 1.344 0.167
C 3.205 -3.117 3.013 -0.767
H 3.274 -3.985 3.706 0.361
H 3.822 -2.549 3.532 0.397
C 1.729 -2.688 3.062 -0.770
H 1.414 -1.990 3.824 0.373
H 1.127 -3.532 2.737 0.414
H 4.217 -4.245 1.389 0.427
H 2.009 -3.608 0.368 0.476
H 3.082 -2.159 -0.057 0.283
H 0.288 -0.550 0.981 -0.184
H -1.799 0.064 -3.923 -0.026
H -1.516 2.033 -5.549 0.321
H -1.133 4.178 -4.773 0.425
H -0.169 4.680 -2.549 0.469
H 1.205 1.576 1.868 -0.009
H 0.430 3.482 1.807 0.384
H -1.765 2.359 2.711 0.458
H -0.927 0.863 2.730 -0.016
H 0.122 3.312 4.421 0.296
H -0.798 1.830 4.890 0.472
H 0.704 1.756 4.268 0.363

Record 10
48
Properties=species:S:1:pos:R:3:mulliken_charge:R:1 method="wB97M-V/def2-TZVPD" smiles="COc1ccc(N2CCN(c3ccc(NC(=O)NN)cc3)CC2)cc1" de_lowest_kj_mol=299.1 homo_lumo_gap_ev=7.77
C -1.925 -8.268 -0.910 -0.828
O -0.915 -7.737 -0.092 -0.467
C -0.830 -6.373 0.025 0.755
C -1.663 -5.459 -0.603 -0.515
C -1.479 -4.099 -0.419 -0.712
C -0.466 -3.604 0.404 0.517
C 0.358 -4.539 1.044 -0.427
C 0.184 -5.891 0.851 -0.677
H 0.824 -6.603 1.347 0.404
H 1.134 -4.207 1.716 0.393
N -0.298 -2.252 0.620 0.320
C -1.279 -1.294 0.173 -1.123
H -2.277 -1.665 0.424 0.663
C -1.058 0.041 0.885 -1.145
N 0.243 0.581 0.561 0.284
C 0.420 1.921 0.291 0.658
C -0.431 2.883 0.850 -0.674
C -0.261 4.228 0.603 -0.566
C 0.782 4.670 -0.204 0.678
C 1.645 3.726 -0.752 -1.053
C 1.468 2.378 -0.515 -0.359
H 2.149 1.681 -0.976 0.382
H 2.463 4.052 -1.381 0.292
N 1.007 6.020 -0.486 -0.180
C 0.298 7.106 -0.083 0.408
O -0.685 7.128 0.628 -0.678
N 0.791 8.285 -0.606 -0.090
H 0.362 9.129 -0.243 0.251
N 2.018 8.348 -1.287 -0.590
H 2.732 8.812 -0.726 0.206
H 1.907 8.857 -2.161 0.215
H 1.794 6.234 -1.086 0.333
H -0.929 4.950 1.042 0.510
H -1.231 2.578 1.506 0.380
C 1.240 -0.396 0.198 -1.145
C 0.991 -1.696 0.964 -1.131
H 1.052 -1.491 2.043 0.209
H 1.779 -2.408 0.704 0.641
H 1.238 -0.610 -0.883 0.355
H 2.228 -0.013 0.469 0.678
H -1.835 0.739 0.564 0.657
H -1.157 -0.113 1.969 0.206
H -1.236 -1.132 -0.916 0.354
H -2.138 -3.424 -0.941 0.352
H -2.462 -5.786 -1.250 0.361
H -1.813 -9.350 -0.856 0.235
H -1.814 -7.946 -1.951 0.333
H -2.923 -7.991 -0.552 0.328

no.,total energy (eV)
1,-123405.39916
2,-98743.30305
3,-69687.29489
4,-38889.44707
5,-38680.76801
6,-36799.56350
7,-29652.22807
8,-36375.76109
9,-36379.67511
10,-30584.24974